# 1
C24H33Cl2N4O3Sm | ωB97M-V with the def2-TZVPD basis set

The frontier orbital gap (alpha / beta) comes out at 4.6 / 5.5 eV. The expectation value of S² is 9.1171. The value obtained for the HOMO energy (alpha / beta) is -4.5 / -5.3 eV. Its spin multiplicity is 6.

Last column: Löwdin charge in e.
Atoms and positions in Å:
O (0.64609, 1.95556, -2.35788)  -0.14
C (0.92155, 1.79851, -3.54058)  -0.24
C (1.65100, 2.68907, -4.50152)  -0.18
C (2.30064, 3.85403, -4.07719)  -0.02
H (2.34233, 4.07362, -3.00998)  0.12
C (2.82586, 4.72019, -5.04836)  -0.08
H (3.31101, 5.65055, -4.72515)  0.10
C (2.70167, 4.41976, -6.41872)  -0.08
H (3.08642, 5.12179, -7.16443)  0.10
C (2.21956, 3.15684, -6.83057)  -0.07
H (2.24480, 2.87220, -7.89834)  0.11
C (1.69370, 2.30042, -5.85426)  -0.04
H (1.26647, 1.32212, -6.09321)  0.12
H (0.66801, 0.85373, -4.05041)  0.05
C (-2.95921, 1.06178, -2.74008)  -0.16
C (-2.70221, 0.09967, -1.67518)  -0.30
H (-3.87252, 0.84508, -3.32026)  0.07
H (-2.08528, 1.07064, -3.41697)  0.05
H (-2.99791, 2.10234, -2.39113)  0.07
C (-3.24251, -0.93489, -1.08312)  -0.29
C (-4.73050, -1.21764, -0.90604)  -0.12
H (-2.63984, -1.73753, -0.64276)  0.06
H (-5.31681, -0.73617, -1.69669)  0.06
H (-5.12300, -0.84647, 0.04803)  0.05
H (-4.93435, -2.29268, -0.93265)  0.05
Sm (-0.15032, 0.23849, -0.25378)  1.03
Cl (-0.66218, 2.73759, 0.14878)  -0.21
Cl (0.13568, -1.08395, -2.51075)  -0.06
C (-2.43077, 0.54889, 2.34071)  -0.27
O (-1.55307, -0.10070, 1.70795)  -0.19
N (-2.98340, 0.17906, 3.49523)  -0.18
C (-2.58219, -0.99643, 4.25583)  -0.02
C (-4.01374, 0.97384, 4.14599)  -0.05
H (-2.81149, 1.50275, 1.94379)  0.13
H (-1.81684, -1.54202, 3.69714)  0.09
H (-3.48025, -1.61415, 4.42137)  0.10
H (-2.19325, -0.65528, 5.23092)  0.10
H (-4.24989, 1.82860, 3.51805)  0.09
H (-3.68022, 1.34059, 5.12454)  0.09
H (-4.92404, 0.38684, 4.31407)  0.09
H (-0.07126, -5.69793, 1.36696)  0.09
H (2.03991, -5.96581, -0.15639)  0.09
C (-0.41806, -4.98968, 0.60420)  -0.02
C (1.59199, -5.18731, -0.78376)  -0.04
N (0.73772, -4.31488, 0.02271)  -0.17
H (-1.11648, -4.27880, 1.04717)  0.09
C (0.83499, -2.99004, -0.06530)  -0.35
O (0.07952, -2.14563, 0.49351)  -0.19
H (2.38397, -4.59755, -1.24904)  0.09
H (1.64807, -2.64707, -0.71911)  0.09
H (-0.92774, -5.56390, -0.18598)  0.10
H (1.00607, -5.67745, -1.57951)  0.10
N (3.87385, -0.45154, 1.94353)  0.11
C (2.97934, -0.32212, 0.93333)  -0.13
N (1.90612, 0.38040, 1.35971)  0.01
C (2.14372, 0.73950, 2.69790)  -0.21
C (1.39560, 1.49549, 3.61115)  0.01
C (1.86036, 1.57637, 4.92736)  -0.08
C (3.06121, 0.96072, 5.30386)  -0.09
C (3.85289, 0.27364, 4.37745)  -0.02
C (3.37532, 0.18967, 3.08542)  -0.20
H (4.74531, -0.96982, 1.88741)  0.16
H (3.14338, -0.70104, -0.07974)  0.14
H (0.48966, 1.98525, 3.25707)  0.11
H (1.29812, 2.12794, 5.67480)  0.10
H (3.40620, 1.01926, 6.33225)  0.10
H (4.80127, -0.19432, 4.64068)  0.11

# 2
C24H33CoF6N7O8PS2 | ωB97M-V with the def2-TZVPD basis set

The frontier orbital gap (alpha / beta) comes out at 7.6 / 5.9 eV. The expectation value of S² is 6.0124. The value obtained for the HOMO energy (alpha / beta) is -8.0 / -7.9 eV. Its spin multiplicity is 5.

Last column: Löwdin charge in e.
Atoms and positions in Å:
Co (-0.85939, 0.17630, -0.04876)  0.80
C (2.93704, -1.01953, 1.59591)  -0.01
C (1.48681, -0.76336, 1.36275)  -0.24
N (0.88959, -0.92698, 0.24435)  -0.03
N (1.43934, -1.54371, -0.81243)  0.12
C (0.49427, -1.60367, -1.75044)  -0.42
O (-0.66501, -1.07646, -1.63888)  -0.09
C (0.83252, -2.32222, -3.00116)  -0.15
C (2.15916, -2.52085, -3.37062)  -0.02
C (2.44943, -3.18595, -4.55197)  -0.07
C (1.42263, -3.66218, -5.35687)  -0.09
C (0.09837, -3.46392, -4.98604)  -0.08
C (-0.19655, -2.78479, -3.81390)  -0.03
C (0.53858, -0.40744, 2.44734)  -0.21
C (0.93135, -0.10271, 3.74136)  0.00
C (-0.04157, 0.06750, 4.71307)  -0.04
C (-1.37640, -0.07654, 4.37330)  -0.06
C (-1.68765, -0.32540, 3.04819)  -0.12
N (-0.76202, -0.48436, 2.11146)  0.06
H (3.32974, -1.61013, 0.77052)  0.08
H (3.10898, -1.53651, 2.54085)  0.08
H (3.47921, -0.07009, 1.60274)  0.09
H (2.94656, -2.13570, -2.73505)  0.09
H (3.48162, -3.32565, -4.84916)  0.10
H (1.65216, -4.18341, -6.27856)  0.10
H (-0.70176, -3.83164, -5.61574)  0.10
H (-1.22210, -2.60628, -3.51617)  0.11
H (1.98371, -0.00733, 3.97454)  0.12
H (0.24219, 0.30091, 5.73213)  0.11
H (-2.16225, 0.01627, 5.11021)  0.11
H (-2.71787, -0.42046, 2.72014)  0.12
C (-4.98567, -0.70572, -1.22848)  -0.01
O (-3.84754, -0.81668, -0.33284)  -0.03
C (-2.87617, 0.04047, -0.49200)  -0.39
O (-2.81407, 0.98331, -1.23200)  0.11
H (-5.83089, -0.33792, -0.65418)  0.10
H (-5.18503, -1.70692, -1.59507)  0.10
H (-4.75802, -0.03211, -2.04854)  0.09
F (-0.93592, 2.58467, -3.65998)  0.14
C (0.11270, 1.77642, -3.81287)  -0.68
F (0.80348, 2.15910, -4.88324)  0.15
F (-0.31818, 0.53657, -3.97570)  0.16
S (1.17606, 1.94656, -2.32390)  0.63
O (0.32384, 1.53938, -1.20304)  -0.33
O (1.54762, 3.33483, -2.28381)  -0.27
N (2.29680, 0.92977, -2.76298)  -0.26
S (3.64331, 0.90431, -1.90567)  0.59
O (4.31986, -0.34968, -1.99768)  -0.27
O (3.47368, 1.50935, -0.60826)  -0.30
C (4.76008, 2.04180, -2.83501)  -0.68
F (6.00863, 1.84144, -2.41387)  0.14
F (4.43995, 3.31360, -2.62865)  0.14
F (4.69445, 1.78332, -4.14127)  0.14
C (-1.68399, 4.24876, -1.24110)  -0.09
N (-2.07690, 4.35451, 0.17029)  -0.28
C (-3.52844, 4.39494, 0.33162)  -0.09
P (-1.19475, 3.46217, 1.24900)  0.56
O (-1.21960, 1.97252, 1.07329)  -0.30
N (0.29842, 4.11626, 1.17018)  -0.28
C (1.48303, 3.29369, 1.40791)  -0.07
C (0.60766, 5.43515, 0.62687)  -0.10
N (-1.83422, 3.78943, 2.74498)  -0.30
C (-2.94387, 3.02384, 3.28887)  -0.12
C (-1.68580, 5.10924, 3.33690)  -0.09
H (-2.13451, 3.37230, -1.70816)  0.07
H (-0.60416, 4.16954, -1.33398)  0.05
H (-2.01309, 5.14425, -1.77168)  0.10
H (-4.01223, 3.50296, -0.08537)  0.09
H (-3.91658, 5.26808, -0.19450)  0.09
H (-3.79855, 4.48699, 1.37967)  0.05
H (1.19531, 2.27482, 1.65672)  0.06
H (2.06991, 3.70663, 2.23319)  0.09
H (2.09837, 3.25687, 0.51448)  0.07
H (-0.30026, 6.00411, 0.45082)  0.08
H (1.15465, 5.34049, -0.31633)  0.08
H (1.23871, 5.98436, 1.33165)  0.09
H (-3.88141, 3.59221, 3.25897)  0.08
H (-3.07306, 2.10511, 2.72532)  0.06
H (-2.74532, 2.76757, 4.33201)  0.08
H (-2.58255, 5.72395, 3.18878)  0.09
H (-0.83372, 5.62884, 2.90422)  0.07
H (-1.51420, 5.01412, 4.41215)  0.09

# 3
C24H33N3O4 | ωB97M-V with the def2-TZVPD basis set

The frontier orbital gap comes out at 9.0 eV. The value obtained for the HOMO energy is -8.6 eV. Its spin multiplicity is 1.

Last column: Löwdin charge in e.
Atoms and positions in Å:
C (-3.96142, -1.62467, -0.29987)  -0.09
O (-2.94941, -1.20987, 0.58308)  -0.09
C (-1.79670, -1.94343, 0.64065)  -0.28
C (-1.49609, -3.02118, -0.18425)  -0.03
C (-0.27676, -3.66492, -0.04703)  -0.07
C (0.65071, -3.23810, 0.88410)  -0.05
C (0.35649, -2.16610, 1.71903)  -0.20
C (1.34937, -1.66953, 2.73856)  -0.11
N (1.50662, -0.23453, 2.66835)  0.08
C (1.07964, 0.59218, 3.64452)  -0.51
O (0.66398, 0.20710, 4.71886)  0.05
C (1.14594, 2.06051, 3.24681)  -0.09
C (-0.11166, 2.40367, 2.43892)  -0.15
C (0.01811, 3.69998, 1.63118)  -0.28
C (-1.34509, 4.18350, 1.11726)  -0.16
C (-1.90598, 3.25113, 0.04330)  -0.16
C (-0.87261, 3.05947, -1.06939)  -0.14
N (0.36412, 2.56698, -0.50882)  -0.03
C (0.83076, 1.30466, -0.53008)  -0.43
O (1.86701, 1.00438, 0.05784)  0.01
C (0.09707, 0.23885, -1.31601)  -0.06
C (0.84849, -0.08269, -2.63034)  -0.09
C (1.16048, -1.53801, -2.70942)  -0.14
C (0.42542, -2.57275, -3.34997)  -0.31
C (-0.81607, -2.44100, -4.15235)  -0.02
N (0.99585, -3.73039, -3.14197)  0.09
O (2.09232, -3.51302, -2.37234)  0.00
C (2.19442, -2.20226, -2.10199)  -0.27
C (3.31449, -1.71761, -1.26195)  0.02
C (0.94886, 3.51225, 0.42354)  -0.10
C (-0.86913, -1.53285, 1.59653)  0.03
H (-4.79146, -0.93722, -0.14298)  0.09
H (-3.63631, -1.56471, -1.34463)  0.09
H (-4.29198, -2.64516, -0.08369)  0.10
H (-2.19258, -3.36971, -0.92996)  0.10
H (-0.04942, -4.50059, -0.69130)  0.11
H (1.60085, -3.74303, 0.96878)  0.11
H (2.31840, -2.15623, 2.58742)  0.12
H (0.99501, -1.89133, 3.75129)  0.13
H (1.78558, 0.15289, 1.77332)  0.10
H (1.19566, 2.67443, 4.14597)  0.12
H (2.04315, 2.22517, 2.65120)  0.11
H (-0.32772, 1.57866, 1.75681)  0.10
H (-0.95513, 2.48804, 3.12682)  0.13
H (0.44548, 4.47366, 2.27713)  0.15
H (-2.04973, 4.25785, 1.94684)  0.11
H (-1.22709, 5.18345, 0.69112)  0.12
H (-2.15325, 2.28185, 0.47904)  0.11
H (-2.81924, 3.67490, -0.37726)  0.11
H (-1.24625, 2.39287, -1.84426)  0.11
H (-0.65930, 4.02772, -1.53811)  0.13
H (-0.94374, 0.48773, -1.50472)  0.11
H (0.11164, -0.65094, -0.68293)  0.10
H (0.24910, 0.21622, -3.49115)  0.12
H (1.78494, 0.47865, -2.65742)  0.13
H (-1.14834, -3.42461, -4.46981)  0.08
H (-1.59612, -1.96774, -3.55787)  0.07
H (-0.63345, -1.82394, -5.03123)  0.08
H (2.98725, -0.86841, -0.66542)  0.06
H (4.14740, -1.39926, -1.88918)  0.09
H (3.65994, -2.51763, -0.61340)  0.09
H (1.92223, 3.12725, 0.72638)  0.12
H (1.09261, 4.46811, -0.08966)  0.13
H (-1.12737, -0.71070, 2.24609)  0.13

# 4
C24H33N3O6PS2Zn | ωB97M-V with the def2-TZVPD basis set

The frontier orbital gap comes out at 7.1 eV. Its charge is -1. The value obtained for the HOMO energy is -4.7 eV. Its spin multiplicity is 1.

Last column: Löwdin charge in e.
Atoms and positions in Å:
Zn (-0.54979, 1.36749, 0.41137)  0.60
C (1.97832, 3.98304, -3.48136)  -0.44
S (0.86691, 4.87108, -2.37169)  0.81
C (0.81346, 3.84779, -0.92177)  -1.14
S (1.84728, 2.55286, -0.60744)  0.63
N (-0.12294, 4.30786, -0.09849)  -0.10
N (-0.44084, 3.43560, 0.85717)  -0.11
C (-0.89814, 3.81693, 1.98689)  -0.07
C (-1.15882, 2.77093, 2.98529)  -0.24
C (-1.58634, 3.06221, 4.27667)  -0.03
C (-1.72230, 2.02745, 5.18619)  -0.08
C (-1.44072, 0.72727, 4.79110)  -0.06
C (-1.03640, 0.51861, 3.48107)  -0.09
N (-0.89544, 1.51076, 2.61488)  0.08
H (2.74524, 4.66488, -3.84709)  0.02
H (2.43483, 3.17060, -2.91477)  -0.04
H (1.40287, 3.58158, -4.31412)  0.02
H (-1.02128, 4.86895, 2.22966)  0.12
H (-1.79697, 4.08794, 4.55405)  0.11
H (-2.04204, 2.23307, 6.20069)  0.10
H (-1.53089, -0.10271, 5.47824)  0.10
H (-0.81547, -0.47245, 3.09439)  0.12
C (-1.43830, 0.80884, -3.85308)  -0.01
C (-1.78725, 1.14048, -2.41791)  -0.35
O (-0.85713, 1.50381, -1.70260)  -0.02
C (-3.16076, 1.02044, -1.94927)  -0.09
C (-4.20142, 0.81426, -2.87661)  -0.07
C (-5.51057, 0.66781, -2.49439)  -0.13
C (-5.81267, 0.70010, -1.11877)  -0.11
C (-4.83308, 0.89465, -0.18479)  -0.03
C (-3.46037, 1.09247, -0.54589)  -0.34
O (-2.60675, 1.30130, 0.37687)  -0.09
H (-0.35824, 0.68637, -3.90454)  0.09
H (-1.74414, 1.62447, -4.51435)  0.09
H (-1.92926, -0.10696, -4.18402)  0.08
H (-3.95784, 0.79149, -3.93270)  0.10
H (-6.29273, 0.52722, -3.22981)  0.08
H (-6.83986, 0.56537, -0.79558)  0.09
H (-5.06465, 0.92026, 0.87416)  0.10
C (0.41308, -4.83967, 1.21087)  -0.04
C (0.43395, -3.82423, 0.07967)  -0.64
C (1.16378, -4.39987, -1.13411)  -0.04
C (-0.98990, -3.41499, -0.29690)  -0.04
O (1.16371, -2.70244, 0.61555)  -0.17
P (1.18482, -1.22754, -0.07298)  0.27
O (1.31422, -1.32276, -1.53867)  -0.27
O (-0.01173, -0.49168, 0.50798)  -0.31
O (2.44147, -0.59654, 0.68960)  -0.18
C (3.82629, -0.98366, 0.60250)  -0.63
C (4.11674, -1.98771, 1.71458)  -0.03
C (4.18680, -1.56213, -0.76275)  -0.04
C (4.60022, 0.30447, 0.84314)  -0.04
H (-0.11920, -5.74256, 0.90040)  0.08
H (-0.08478, -4.41424, 2.08498)  0.08
H (1.43434, -5.10993, 1.49093)  0.08
H (0.59296, -5.23062, -1.55823)  0.08
H (2.15286, -4.76538, -0.84036)  0.08
H (1.28813, -3.61936, -1.88577)  0.07
H (-1.53989, -4.28073, -0.67211)  0.08
H (-0.96945, -2.64530, -1.07179)  0.08
H (-1.51179, -3.00457, 0.57046)  0.09
H (3.48098, -2.86541, 1.60331)  0.07
H (3.90796, -1.53168, 2.68634)  0.09
H (5.16642, -2.29049, 1.68466)  0.08
H (3.70214, -2.52726, -0.92272)  0.07
H (5.27004, -1.68826, -0.82585)  0.08
H (3.85166, -0.88991, -1.55404)  0.09
H (4.27285, 0.76309, 1.77885)  0.09
H (4.41558, 1.01575, 0.03454)  0.06
H (5.67017, 0.09145, 0.90026)  0.08

no.,E_tot (Eh)
1,-2957.4790
2,-5039.2795
3,-1399.5837
4,-4467.4015